Record 1
Molecular formula: C3H11ClSi2
Method: DFT, ωB97M-V with the def2-TZVPD basis set

* HOMO-LUMO gap: 7.8 eV
* E: -31565.204 eV
* multiplicity: 1
* total charge: 0
* largest force on an atom: 0.0833 Eh/bohr

Structure (XYZ):
```
17
Properties=species:S:1:pos:R:3:forces:R:3
C -0.686 -2.237 0.533 -3.8 0.4 -1.9
C -1.797 0.026 -1.374 2.4 2.8 1.0
C 2.163 2.020 -0.342 -0.5 0.1 1.4
Si -0.673 -0.355 0.133 -1.6 -0.8 0.9
Si 1.571 0.217 -0.295 1.2 0.7 -3.7
Cl 2.842 -1.101 0.550 0.4 -0.3 0.7
H -0.228 -2.414 1.419 1.6 -0.4 2.9
H -1.807 -2.681 0.700 2.6 1.2 -0.7
H -0.161 -2.819 -0.195 0.1 -0.5 -0.7
H -2.718 0.377 -0.955 -0.7 0.1 -0.2
H -1.328 0.787 -2.073 -0.7 -0.7 0.9
H -1.853 -0.849 -1.903 -0.6 -2.2 -1.4
H 2.318 2.186 0.768 -0.2 0.5 -1.0
H 3.084 2.314 -0.862 -0.3 -0.7 0.1
H 1.346 2.676 -0.734 0.5 -0.5 0.5
H -1.393 0.184 1.444 1.0 0.0 -1.2
H 2.416 -0.150 -2.582 -1.3 0.2 2.2
```
Positions in Å, forces in eV/Å.

---

Record 2
Molecular formula: H18O9
Method: DFT, ωB97M-V with the def2-TZVPD basis set

* HOMO-LUMO gap: 9.9 eV
* SMILES string: O.O.O.O.O.O.O.O.O
* E: -18718.126 eV
* multiplicity: 1
* total charge: 0
* largest force on an atom: 0.0926 Eh/bohr

Structure (XYZ):
```
27
Properties=species:S:1:pos:R:3:forces:R:3
O -0.247 -1.702 -0.087 -2.3 -2.3 -1.7
H -0.371 -0.767 -0.288 0.1 -0.5 -0.2
H -1.142 -2.033 0.050 0.0 -0.2 0.0
O 0.415 -0.024 0.966 1.9 3.8 2.1
H 1.233 -0.234 1.431 -0.1 -0.3 0.0
H -0.272 -0.159 1.628 -0.2 -0.4 0.2
O 1.600 -3.051 -1.181 0.7 -0.6 -0.3
H 0.639 -3.027 -1.102 0.3 0.4 0.1
H 1.899 -2.328 -0.619 -0.3 -0.2 -0.1
O 2.712 2.161 0.652 -0.1 0.1 0.2
H 2.247 2.988 0.824 0.1 0.0 -0.1
H 2.039 1.483 0.777 -0.2 0.1 -0.2
O 1.637 0.912 -4.217 -0.3 0.0 0.0
H 1.062 0.720 -3.468 0.2 0.0 0.0
H 1.085 0.736 -4.988 0.1 0.0 0.0
O 0.214 -2.985 2.615 0.1 -0.1 0.2
H 0.423 -3.398 3.460 -0.1 0.0 0.0
H 0.474 -3.643 1.961 0.0 0.1 -0.1
O -0.829 3.844 0.071 0.0 0.0 0.2
H -0.412 3.328 0.770 0.0 -0.1 -0.1
H -1.131 4.643 0.517 0.0 0.0 -0.1
O -1.885 -0.512 2.726 0.2 0.3 -0.2
H -1.564 0.215 3.272 -0.1 0.0 0.2
H -2.523 -0.096 2.135 -0.1 0.0 0.0
O -2.459 0.815 -2.276 0.1 0.0 -0.2
H -3.038 0.669 -3.032 0.0 0.0 0.1
H -1.807 1.447 -2.599 0.0 0.0 0.1
```
Positions in Å, forces in eV/Å.

---

Record 3
Molecular formula: C4H11NO2S
Method: DFT, ωB97M-V with the def2-TZVPD basis set

* HOMO-LUMO gap: 9.6 eV
* SMILES string: CC(=O)NCCS.O
* E: -20746.069 eV
* multiplicity: 1
* total charge: 0
* largest force on an atom: 0.0548 Eh/bohr

Structure (XYZ):
```
19
Properties=species:S:1:pos:R:3:forces:R:3
C -0.646 -0.832 2.920 0.2 0.1 1.0
C -0.589 -1.088 1.443 -1.1 0.8 -1.6
O -0.182 -2.032 0.784 0.6 -0.1 1.2
N -1.184 -0.048 0.738 1.2 -1.1 0.1
C -1.062 -0.030 -0.741 -0.5 0.5 1.6
C -0.970 1.467 -1.036 2.0 1.3 -1.4
S 0.764 1.864 -1.560 1.0 0.0 1.7
H 0.065 -1.331 3.613 -0.4 0.1 -0.9
H -0.564 0.244 3.041 0.4 0.2 0.2
H -1.661 -0.999 3.273 -0.1 -0.5 0.0
H -1.619 0.745 1.185 0.2 -0.2 0.0
H -0.101 -0.592 -1.042 -2.1 0.8 0.4
H -2.031 -0.448 -1.049 0.7 -0.2 -0.9
H -1.060 2.181 -0.172 -0.8 -1.0 -1.0
H -1.390 1.858 -1.991 -0.8 -0.5 1.1
H 1.343 1.760 -0.271 -0.5 0.0 -1.6
O 2.520 -1.370 -0.912 0.0 0.1 -0.1
H 2.247 -1.475 0.008 -0.2 -0.1 -0.2
H 1.701 -1.340 -1.426 0.3 -0.1 0.3
```
Positions in Å, forces in eV/Å.

---

Record 4
Molecular formula: C28H34N4O
Method: DFT, ωB97M-V with the def2-TZVPD basis set

* HOMO-LUMO gap: 7.5 eV
* SMILES string: Cc1ccc(N2CCN(/N=C/C3=C(N4CCOCC4)C(=C\c4ccccc4)/CC3)CC2)cc1
* E: -37593.553 eV
* multiplicity: 1
* total charge: 0
* largest force on an atom: 0.0229 Eh/bohr

Structure (XYZ):
```
67
Properties=species:S:1:pos:R:3:forces:R:3
C 1.035 4.132 7.723 0.0 0.1 0.0
C 1.351 3.886 6.278 -0.1 0.0 0.0
C 0.354 3.841 5.316 0.1 0.0 0.2
C 0.645 3.624 3.982 0.0 0.0 -0.3
C 1.961 3.448 3.551 -0.1 0.2 0.3
N 2.309 3.296 2.210 0.1 0.2 -0.3
C 3.288 2.301 1.834 0.1 -0.3 0.0
C 2.625 0.939 1.569 0.2 -0.1 -0.1
N 1.607 1.101 0.553 0.3 0.4 0.1
N 1.209 0.183 -0.318 0.0 -0.2 -0.4
C 1.832 -0.907 -0.579 0.5 0.5 0.9
C 1.427 -1.791 -1.629 -0.6 -0.5 -0.9
C 0.233 -1.970 -2.270 0.4 0.2 0.6
N -1.027 -1.463 -1.968 0.2 0.2 0.2
C -1.337 -1.132 -0.596 -0.5 0.2 0.2
C -2.850 -0.950 -0.468 0.3 -0.3 0.2
O -3.319 0.062 -1.330 0.0 0.2 0.1
C -3.036 -0.270 -2.671 0.2 -0.1 -0.4
C -1.537 -0.465 -2.893 -0.3 0.2 -0.1
C 0.405 -2.876 -3.401 0.0 -0.4 -0.6
C -0.515 -3.479 -4.169 0.4 0.2 0.1
C -1.960 -3.523 -3.968 -0.4 -0.1 0.0
C -2.499 -3.844 -2.722 -0.1 -0.1 -0.1
C -3.866 -3.961 -2.557 -0.1 -0.1 0.1
C -4.721 -3.748 -3.627 -0.1 0.0 0.0
C -4.197 -3.435 -4.870 -0.2 0.0 0.0
C -2.829 -3.338 -5.042 0.1 0.0 0.1
C 1.887 -3.061 -3.598 0.1 0.0 -0.1
C 2.479 -2.692 -2.235 0.0 0.0 0.0
C 0.609 2.094 0.886 -0.1 0.3 0.0
C 1.313 3.426 1.170 -0.3 -0.1 0.0
C 2.966 3.513 4.523 0.1 -0.1 0.0
C 2.663 3.720 5.852 -0.1 0.0 0.0
H 1.228 5.175 7.978 0.0 0.0 0.1
H -0.010 3.919 7.934 -0.1 0.0 0.1
H 1.658 3.512 8.365 0.0 0.0 0.1
H -0.678 3.969 5.611 -0.1 0.0 0.0
H -0.176 3.587 3.283 0.0 0.0 -0.1
H 4.037 2.185 2.614 0.0 0.0 -0.1
H 3.784 2.640 0.918 0.0 -0.1 0.1
H 3.380 0.231 1.227 0.0 0.0 0.0
H 2.181 0.561 2.504 0.0 -0.1 0.0
H 2.771 -1.186 -0.088 -0.1 0.1 0.1
H -1.004 -1.953 0.044 0.0 0.0 0.1
H -0.829 -0.211 -0.275 -0.3 -0.2 0.0
H -3.113 -0.635 0.544 0.0 -0.1 0.0
H -3.358 -1.897 -0.701 0.0 0.1 0.1
H -3.407 0.560 -3.275 0.0 -0.1 0.0
H -3.571 -1.190 -2.947 0.0 0.1 0.0
H -1.356 -0.800 -3.915 0.0 0.0 0.0
H -1.022 0.497 -2.735 0.0 -0.1 -0.1
H -0.161 -4.036 -5.030 0.1 -0.1 0.0
H -1.833 -4.022 -1.892 0.1 0.0 0.1
H -4.271 -4.226 -1.590 0.0 0.0 0.1
H -5.790 -3.834 -3.494 -0.1 0.0 0.0
H -4.857 -3.275 -5.710 0.0 0.0 -0.1
H -2.423 -3.103 -6.016 0.1 0.0 -0.1
H 2.251 -2.368 -4.362 0.0 0.0 0.0
H 2.138 -4.073 -3.914 0.0 0.0 0.0
H 2.616 -3.587 -1.620 0.1 0.0 0.0
H 3.445 -2.191 -2.315 0.0 0.0 0.0
H 0.037 1.778 1.773 0.0 0.0 -0.1
H -0.073 2.187 0.040 0.0 0.0 0.1
H 1.836 3.744 0.261 -0.1 0.0 0.0
H 0.595 4.200 1.435 0.0 0.0 0.0
H 4.002 3.421 4.235 0.1 0.0 0.0
H 3.466 3.764 6.575 0.1 0.0 0.1
```
Positions in Å, forces in eV/Å.

---

Record 5
Molecular formula: C57H51HfN3O9PTe
Method: DFT, ωB97M-V with the def2-TZVPD basis set

* HOMO-LUMO gap: 4.3 eV
* E: -100718.407 eV
* multiplicity: 1
* total charge: +1
* largest force on an atom: 0.0568 Eh/bohr

Structure (XYZ):
```
123
Properties=species:S:1:pos:R:3:forces:R:3
Hf -0.107 0.072 0.583 2.1 0.1 -1.3
O -1.265 -0.658 -0.744 -1.3 -0.3 0.2
C -0.940 -0.862 -2.045 0.7 -1.8 -1.3
C -1.211 0.095 -3.030 0.0 0.0 0.3
C -1.155 -0.195 -4.415 0.0 0.0 -0.1
C -1.418 0.771 -5.350 0.1 0.0 0.2
C -1.705 2.081 -4.959 -0.1 0.3 -0.1
C -1.756 2.399 -3.617 -0.2 0.0 -0.2
C -1.555 1.430 -2.640 0.4 -0.2 0.4
P -1.520 1.851 -0.876 -1.2 0.7 -1.4
C -1.609 3.685 -0.804 0.4 -0.3 0.2
C -0.396 4.358 -0.676 -0.1 -0.1 0.1
C -0.357 5.734 -0.534 0.1 0.1 0.0
C -1.540 6.457 -0.496 0.0 0.0 0.0
C -2.752 5.797 -0.621 -0.1 0.1 0.0
C -2.791 4.422 -0.785 0.0 -0.1 0.0
C -3.198 1.399 -0.283 0.0 0.1 0.2
C -3.985 0.472 -0.963 0.1 0.1 0.0
C -5.230 0.120 -0.471 0.0 -0.1 0.0
C -5.699 0.684 0.704 0.0 0.0 0.0
C -4.927 1.614 1.382 0.0 0.0 0.1
C -3.682 1.968 0.894 0.0 -0.2 -0.2
H -0.932 -1.211 -4.712 -0.1 0.0 -0.1
H -1.408 0.517 -6.398 0.0 0.0 -0.1
H -1.899 2.839 -5.700 0.0 0.1 -0.1
H -1.978 3.415 -3.320 0.0 0.1 0.0
H 0.521 3.782 -0.659 0.1 0.0 0.0
H 0.593 6.243 -0.443 0.0 0.0 0.0
H -1.521 7.529 -0.359 0.0 0.1 0.0
H -3.675 6.356 -0.578 -0.1 0.0 0.0
H -3.746 3.924 -0.880 0.0 0.0 0.0
H -3.625 0.033 -1.883 0.0 0.0 -0.1
H -5.837 -0.599 -1.002 0.0 0.0 -0.1
H -6.668 0.405 1.090 -0.1 0.0 0.0
H -5.294 2.062 2.293 0.0 0.1 0.1
H -3.088 2.707 1.415 0.0 0.1 0.1
O 0.880 -1.063 2.357 0.3 -0.6 0.3
C 1.144 -2.447 2.031 -0.1 -0.8 -0.4
C 1.376 -2.496 0.509 1.1 -1.0 0.0
O 1.720 -3.520 -0.057 0.2 0.2 0.7
O 1.049 -1.438 -0.141 0.6 -0.5 0.1
C 2.238 -3.028 2.905 0.1 0.3 -0.1
C 3.293 -3.766 2.387 0.0 0.1 -0.1
C 4.185 -4.397 3.235 0.0 0.0 0.1
C 4.050 -4.282 4.606 0.0 0.0 0.0
C 3.027 -3.510 5.131 0.0 0.1 0.1
C 2.122 -2.890 4.288 0.0 0.0 -0.2
C -0.133 -3.283 2.131 -0.2 0.2 0.3
C -1.322 -2.763 1.627 0.2 -0.1 0.3
C -2.478 -3.528 1.650 0.0 0.3 -0.2
C -2.446 -4.820 2.148 0.0 0.0 0.0
C -1.259 -5.340 2.635 0.0 -0.1 0.0
C -0.101 -4.582 2.621 -0.1 0.1 0.0
H 1.126 -0.936 3.287 -0.2 0.2 -0.3
H 3.401 -3.879 1.322 0.0 0.0 -0.1
H 4.983 -4.988 2.815 0.1 -0.1 0.0
H 4.731 -4.797 5.265 0.1 0.0 0.1
H 2.933 -3.401 6.201 -0.1 0.0 0.1
H 1.291 -2.339 4.715 -0.1 0.0 0.1
H -1.371 -1.744 1.242 -0.4 -0.8 0.2
H -3.400 -3.108 1.273 -0.1 0.0 0.0
H -3.345 -5.418 2.161 -0.1 0.0 0.0
H -1.228 -6.343 3.028 0.0 -0.2 0.0
H 0.817 -5.000 3.003 0.1 0.0 0.0
Te -0.044 -2.773 -2.141 -0.7 0.9 -1.9
C -0.769 -3.740 -3.938 0.0 0.0 0.3
C -1.896 -4.538 -3.786 0.0 0.2 0.3
C -2.367 -5.298 -4.842 -0.1 0.0 -0.1
C -1.710 -5.270 -6.062 0.0 0.0 0.0
C -0.582 -4.481 -6.218 0.0 0.0 0.0
C -0.110 -3.723 -5.160 0.2 0.2 0.2
C 1.847 -2.360 -3.070 -0.3 -0.1 0.2
C 2.876 -3.266 -2.859 -0.1 0.0 0.1
C 4.110 -3.050 -3.448 0.0 -0.1 -0.1
C 4.312 -1.937 -4.249 0.1 0.0 0.0
C 3.284 -1.034 -4.455 0.0 0.0 -0.1
C 2.044 -1.245 -3.874 -0.2 0.0 0.2
H -2.403 -4.571 -2.830 -0.1 0.0 0.0
H -3.239 -5.920 -4.707 -0.1 0.0 0.0
H -2.064 -5.873 -6.884 -0.1 0.0 -0.1
H -0.060 -4.459 -7.162 0.0 0.0 -0.1
H 0.785 -3.129 -5.284 0.0 0.0 -0.1
H 2.715 -4.125 -2.224 0.1 -0.1 0.0
H 4.911 -3.755 -3.281 0.1 -0.1 0.0
H 5.271 -1.781 -4.717 0.1 0.0 0.0
H 3.443 -0.167 -5.081 0.0 0.1 -0.1
H 1.238 -0.549 -4.054 0.0 0.1 0.0
O -1.369 0.263 2.153 -1.5 0.6 1.8
C -0.959 1.458 2.385 0.5 0.0 -0.6
O -0.093 1.903 1.557 -0.6 1.8 2.2
C -1.369 2.233 3.531 -0.4 0.8 1.3
C -0.986 3.584 3.617 -0.1 -0.8 -0.4
C -1.268 4.310 4.748 -0.3 0.2 0.7
C -1.916 3.685 5.816 0.3 -1.1 -1.9
C -2.330 2.354 5.730 -0.1 0.6 0.6
C -2.069 1.632 4.590 0.4 0.1 -0.9
N -2.135 4.412 7.027 -0.2 0.7 1.4
O -2.626 3.805 7.961 0.0 0.2 -0.2
O -1.793 5.581 7.056 -0.1 -0.2 0.0
H -0.472 4.028 2.777 0.0 0.1 0.0
H -0.991 5.349 4.841 0.0 0.0 0.0
H -2.838 1.916 6.575 0.0 0.0 0.0
H -2.368 0.600 4.490 -0.1 -0.1 0.1
C 4.811 2.800 1.016 0.2 0.1 -0.1
N 3.445 2.367 1.244 -0.2 -0.2 -0.1
C 3.102 2.155 2.637 -0.3 -0.1 0.1
C 2.678 1.763 0.303 0.0 0.3 -0.3
O 1.936 0.796 0.622 0.3 0.4 -0.1
N 2.690 2.214 -0.967 0.0 -0.2 0.3
C 2.019 1.458 -2.005 -0.1 -0.2 -0.1
C 3.225 3.488 -1.395 0.1 0.2 0.0
H 5.453 2.335 1.768 0.0 0.0 -0.1
H 4.915 3.884 1.106 0.0 -0.1 0.0
H 5.157 2.479 0.036 0.0 0.0 0.0
H 3.328 3.067 3.186 0.1 0.0 0.1
H 3.658 1.321 3.074 0.0 0.0 0.0
H 2.034 1.959 2.709 0.1 0.0 0.1
H 1.684 0.497 -1.602 0.2 0.1 -0.4
H 2.722 1.280 -2.823 -0.1 -0.1 0.0
H 1.157 2.014 -2.389 0.1 -0.1 0.0
H 3.344 4.151 -0.545 0.0 0.1 0.0
H 2.521 3.949 -2.090 0.0 0.0 0.0
H 4.181 3.366 -1.909 0.0 0.1 0.0
```
Positions in Å, forces in eV/Å.

---

Record 6
Molecular formula: C4H4N2O
Method: DFT, ωB97M-V with the def2-TZVPD basis set

* HOMO-LUMO gap: 8.5 eV
* E: -9236.369 eV
* multiplicity: 1
* total charge: 0
* largest force on an atom: 0.0161 Eh/bohr

Structure (XYZ):
```
11
Properties=species:S:1:pos:R:3:forces:R:3
N -0.241 2.371 0.471 0.3 -0.4 -0.6
C 0.174 1.717 -0.447 -0.3 0.5 0.6
C 0.629 0.892 -1.448 0.0 -0.1 0.0
N 0.331 -0.172 -0.743 0.0 -0.1 0.0
C 0.132 -1.338 -0.258 0.0 0.1 -0.1
C -0.461 -1.401 1.085 -0.1 0.2 0.1
O -0.767 -0.419 1.743 0.1 -0.4 -0.2
H -0.615 1.985 1.331 0.0 0.1 0.0
H 1.063 1.045 -2.431 -0.1 0.0 0.1
H 0.381 -2.260 -0.793 0.0 0.1 0.1
H -0.625 -2.420 1.490 0.0 0.1 0.0
```
Positions in Å, forces in eV/Å.